38
Properties=species:S:1:pos:R:3:forces:R:3 method="wB97M-V/def2-TZVPD" s_squared=8.7650 total_energy_ev=-88923.8702 max_force_ev_per_a=12.229 orbital_gap_ev="9.3284 / 7.0009" lumo_ev="-1.35 / -2.87" charge=0 spin_multiplicity=6
Fe 11.062080 -19.162170 -13.071660 0.4159 0.1271 -1.2371
S 9.825390 -18.753590 -9.920820 -3.7032 8.6489 1.4056
S 11.033090 -20.608880 -10.249500 5.1869 -11.0241 1.0545
F 11.964850 -21.316120 -11.335670 0.5965 -0.2101 -1.0266
F 9.181210 -17.571270 -10.861340 0.6259 -0.9315 -0.2578
O 10.528380 -17.879160 -8.966250 -0.1526 -2.7283 -2.1737
O 10.919960 -20.693880 -14.413570 8.0601 -2.8302 0.0464
O 11.171710 -17.175970 -13.631600 0.4016 -1.0797 0.3301
O 12.063250 -20.403960 -9.233760 -2.5048 0.9124 -0.6817
O 9.292120 -19.632220 -14.154740 -5.0540 7.2915 2.9713
O 13.199540 -19.289840 -13.258650 -0.9892 0.2753 0.0960
O 8.624520 -19.375560 -9.451460 1.4284 -0.8671 -0.6368
O 8.973480 -21.367860 -15.212440 -0.7786 -1.9431 -1.2981
O 10.057860 -21.698670 -10.100890 1.0539 3.0963 0.3779
N 10.703340 -19.459660 -11.197920 -2.5414 2.9541 3.0777
C 10.273870 -16.518240 -14.529930 0.7132 1.5473 -1.1076
C 14.836560 -17.494960 -13.175080 -0.4730 0.2021 -0.3041
C 9.628080 -15.419280 -13.816420 -2.8419 1.0815 0.6794
C 9.751250 -20.620590 -14.633070 -2.2264 -2.4880 -1.8748
C 14.184240 -18.682340 -12.448370 3.1512 -0.2916 -0.0565
C 11.126750 -15.920850 -15.672590 -0.1720 -0.9760 0.1252
C 15.341520 -19.725250 -12.230880 -0.7768 0.6608 0.3774
H 11.741740 -16.514400 -13.232840 0.1478 0.0850 0.1817
H 15.936760 -19.894130 -13.128250 -0.1254 0.2292 -0.2585
H 14.215310 -16.601750 -13.240800 -0.1942 0.0492 0.2370
H 14.968030 -20.696560 -11.906580 -0.0869 0.1317 0.2785
H 8.966980 -15.745400 -13.013480 0.5284 -0.2433 0.5520
H 13.652900 -19.936750 -13.804150 -0.3315 -0.2916 -0.2696
H 10.616180 -15.269390 -16.381830 -0.5156 -0.5218 -0.0241
H 15.787260 -17.197840 -12.732370 -0.1055 -0.1098 0.1593
H 11.896190 -15.251890 -15.287170 0.2952 -0.3463 0.3467
H 10.212260 -14.555110 -13.500120 0.4559 -0.3210 -0.0053
H 9.542770 -17.250380 -14.872790 0.2632 -0.0887 0.0412
H 11.540800 -16.812930 -16.142560 0.4684 0.4812 -0.5511
H 15.027050 -17.765240 -14.213720 0.1405 -0.2047 -0.0250
H 13.819750 -18.373420 -11.468670 -0.6061 -0.2654 -0.1631
H 8.848370 -15.020190 -14.465170 0.1746 0.3192 -0.4704
H 16.003710 -19.286990 -11.484200 0.0715 -0.3305 0.0845